DFT (ωB97M-V with the def2-TZVPD basis set) results for a molecular structure, C23H33Br2NPSn in a non-equilibrium geometry.

Last column: Mulliken charge in e.
Atoms and positions in Å:
Sn  0.39588  0.25704  2.47747  0.868
C  2.85468  2.48774  0.35567  -1.345
C  3.39828  1.07324  0.52557  0.642
C  3.90408  0.85664  1.95667  -1.435
P  2.05818  -0.20696  0.30927  -0.350
C  2.97188  -1.76606  -0.23583  0.585
C  1.95148  -2.88766  -0.37633  -1.523
C  3.81578  -1.62406  -1.49463  -1.576
C  1.00098  0.33734  -1.08053  0.507
C  1.53828  0.75204  -2.27833  -0.206
C  0.73288  1.08664  -3.38123  0.360
C  1.31708  1.54394  -4.64533  -1.688
C  -0.66552  1.01014  -3.22493  -0.962
C  -1.22152  0.62334  -2.04063  -0.222
C  -0.41752  0.25974  -0.92303  -0.684
N  -0.98982  0.00514  0.27797  0.035
C  -2.24412  -0.48206  0.32187  0.692
C  -2.73802  -1.45316  -0.63633  1.070
C  -1.82002  -2.23526  -1.51293  -1.099
C  -4.06232  -1.82506  -0.60543  -0.976
C  -4.96432  -1.33526  0.34627  0.595
C  -6.38212  -1.69906  0.33527  -1.556
C  -4.44712  -0.47876  1.35127  -0.786
C  -3.14532  -0.05906  1.37057  0.853
C  -2.72372  0.93354  2.41517  -1.820
H  3.59208  3.20264  0.71627  0.452
H  1.92828  2.61484  0.93687  0.239
H  2.64518  2.73544  -0.68133  0.305
H  4.20788  0.89154  -0.18533  0.531
H  3.27638  1.42734  2.65987  0.378
H  4.92778  1.21014  2.05967  0.447
H  3.88728  -0.20296  2.24217  0.335
H  3.63118  -1.98406  0.61637  0.607
H  1.33468  -2.73816  -1.25993  0.321
H  1.31258  -2.95676  0.50677  0.329
H  2.46338  -3.84046  -0.49463  0.510
H  3.20138  -1.43466  -2.37233  0.400
H  4.32748  -2.57236  -1.65603  0.440
H  4.58688  -0.86096  -1.40823  0.365
H  2.61008  0.81674  -2.39213  0.595
H  2.39868  1.45274  -4.67173  0.408
H  1.05568  2.59604  -4.79783  0.401
H  0.88048  1.02174  -5.49833  0.425
H  -1.30202  1.29824  -4.04883  0.522
H  -2.29252  0.67914  -1.91713  0.665
H  -0.77592  -2.09156  -1.25063  -0.279
H  -1.94502  -1.97446  -2.56373  0.388
H  -2.06422  -3.29336  -1.42063  0.608
H  -4.40512  -2.55626  -1.32293  0.517
H  -6.61462  -2.46586  -0.39863  0.394
H  -6.99932  -0.81926  0.11317  0.378
H  -6.72162  -2.01356  1.32557  0.423
H  -5.12932  -0.12136  2.10997  0.543
H  -3.58042  1.53374  2.72167  0.513
H  -1.95242  1.61874  2.03307  0.305
H  -2.37482  0.39644  3.31957  0.355
Br  0.90908  0.85364  5.78457  -0.089
C  0.76928  2.78084  5.63277  -0.462
Br  0.49588  3.24964  3.77767  -0.039
H  1.69118  3.24834  5.97617  0.386
H  -0.09362  3.12384  6.20077  0.403

Atoms 1-6, force components in eV/Å:
0.0 -0.2 -0.3
0.0 -0.1 -0.1
-0.5 -0.1 0.2
-0.1 -0.2 0.0
1.2 0.7 -0.7
-0.4 -0.1 0.5

As for the multiplicity: 1. The HOMO energy comes out at -17.5 eV. The calculation puts the LUMO energy at -11.944 eV. As for the HOMO-LUMO gap: 5.5072 eV. The calculation puts the relative energy (zero: lowest compared OMol25 entry of this formula, charge and spin) at 0.664 eV. Its total charge is +3.